No. 1
ORCA calculation (ωB97M-V/def2-TZVPD) on a molecular structure, C32H34ClI2N5O6Y at a distorted geometry.

Last column: Mulliken charge in e.
Positions of all 81 atoms, in Å:
Y 3.379732 -16.013961 11.503448  -0.20
C -0.617094 -10.513144 15.161295  -1.63
C 0.303684 -11.431532 14.330520  0.14
C 1.432896 -10.868048 13.728512  -0.71
C 2.342838 -11.639106 13.037520  0.13
C 3.574402 -11.100725 12.575861  -0.15
N 4.572252 -11.739496 12.091648  0.98
C 5.861629 -11.181585 11.748066  -1.13
C 6.881552 -11.523404 12.808403  -0.39
C 8.268367 -11.895374 12.277553  -1.20
N 8.306037 -13.218835 11.523238  -0.04
C 7.826008 -14.385173 11.872850  -0.73
C 7.388862 -14.685185 13.183041  -0.38
C 8.142821 -14.487141 14.356618  -0.12
C 7.755182 -14.901740 15.563664  0.16
C 8.673472 -14.811895 16.776390  -1.63
C 6.464869 -15.477500 15.671193  -0.52
C 5.657211 -15.630183 14.573647  1.24
C 4.371772 -16.267236 14.824342  -0.88
N 3.540969 -16.711798 13.962216  0.25
C 2.424913 -17.474654 14.599968  -1.39
C 1.627233 -18.203243 13.587559  -0.28
C 0.635832 -17.340069 12.747493  -0.80
N 1.140989 -15.938412 12.626859  0.30
C 0.477138 -15.088083 13.273432  -0.88
C 0.856839 -13.621198 13.364594  0.27
C 0.012099 -12.800428 14.127668  -0.67
C 2.099990 -13.077731 12.845908  0.17
O 2.910942 -13.820166 12.176913  1.64
C 6.118073 -15.309099 13.254907  0.04
O 5.470359 -15.439907 12.188545  -0.30
H -1.670943 -10.798646 15.011077  0.39
H -0.410201 -9.503308 14.884674  0.39
H -0.250086 -10.497406 16.213647  0.32
H 1.583725 -9.856876 13.877426  0.61
H 3.693573 -10.031075 12.607061  0.50
H 4.495088 -12.752693 12.033114  -0.74
H 5.779783 -10.074303 11.659047  0.63
H 6.160930 -11.487368 10.775682  0.39
H 6.473368 -12.257148 13.451211  0.38
H 7.188833 -10.665890 13.431894  0.42
H 8.850777 -11.894128 13.174427  0.42
H 8.631430 -11.166893 11.530637  0.45
H 8.456516 -13.108518 10.515227  0.37
H 7.613467 -15.122935 11.097643  0.58
H 9.108301 -14.067172 14.360975  0.57
H 8.365179 -13.925441 17.381378  0.32
H 9.700949 -14.496394 16.454769  0.35
H 8.708763 -15.689429 17.367879  0.43
H 6.122867 -15.783407 16.652120  0.51
H 4.245487 -16.496481 15.892954  0.37
H 1.823009 -16.749467 15.168355  0.39
H 2.846245 -18.181828 15.289105  0.77
H 0.994870 -18.934805 14.130855  0.47
H 2.285160 -18.835385 12.993676  0.09
H -0.313671 -17.443298 13.293462  0.41
H 0.555124 -17.766044 11.738784  0.02
H -0.411123 -15.388179 13.898217  0.24
H -0.942982 -13.122957 14.492218  0.53
O 4.434488 -19.003787 9.209324  -0.63
Cl 4.930533 -18.383857 10.413727  1.75
O 6.032900 -19.082945 10.967288  -0.65
O 5.237285 -16.962740 10.139601  -0.58
O 3.821703 -18.277385 11.372335  -0.74
I 1.273066 -20.340024 10.334839  0.18
I -1.204990 -21.114245 9.982393  -0.12
C 2.145408 -15.976775 9.362140  -0.58
C 2.549115 -14.603997 9.203805  0.12
C 3.881142 -14.235812 8.979106  0.49
C 4.317701 -12.934015 8.956036  -0.56
C 3.373837 -11.921698 9.165230  0.28
C 1.982239 -12.215250 9.273959  -0.76
C 1.615918 -13.553616 9.315314  -0.86
C 3.873299 -10.574795 9.338586  -0.02
N 4.223657 -9.523960 9.679188  -0.63
H 2.652704 -16.768626 8.743752  0.37
H 1.032261 -16.050249 9.305414  0.38
H 4.658036 -15.041629 8.731917  0.28
H 5.372637 -12.658911 8.682294  0.59
H 1.310128 -11.364924 9.435526  0.49
H 0.550374 -13.862297 9.347401  0.31

Cartesian forces (eV/Å) of the 3 atoms listed first:
-0.090 0.957 0.526
1.145 -1.202 0.156
-0.106 0.662 -0.129

Total charge = +1


No. 2
ORCA calculation (ωB97M-V/def2-TZVPD) on a molecular structure, C32H34InN7O3S at a distorted geometry.

Last column: Mulliken charge in e.
Positions of all 78 atoms, in Å:
In 0.350840 0.010310 -0.210986  3.09
C -4.521377 -5.100190 1.730924  -1.66
C -3.348951 -4.158222 1.619583  -0.38
C -2.362640 -4.077907 2.563491  -0.69
C -1.229300 -3.228062 2.451040  0.03
C -0.460205 -3.183417 3.642711  -0.48
N 0.709810 -2.719095 3.982700  -0.08
C 1.855508 -2.226884 3.207581  -0.80
C 1.975004 -0.705923 3.291118  1.31
C 3.401014 -0.163958 3.188792  -1.40
N 4.357903 -0.882918 2.316732  0.06
C 4.979510 -0.415081 1.283225  -0.61
C 4.632832 0.736208 0.515579  0.73
C 5.691341 1.551365 0.072924  -0.76
C 5.469358 2.727844 -0.606814  -0.11
C 6.594158 3.638047 -1.042939  -1.63
C 4.139977 3.021544 -0.904855  -0.81
C 3.061214 2.188173 -0.603876  0.41
C 1.777959 2.605725 -1.170440  -0.66
N 0.716193 1.914477 -1.285727  -0.26
C -0.458584 2.526756 -1.937340  -0.89
C -1.321952 1.485721 -2.662076  -0.73
C -2.286771 0.733137 -1.744908  -0.82
N -1.663702 -0.365742 -0.968516  -0.25
C -2.430189 -1.314430 -0.587947  -0.57
C -2.206262 -2.340600 0.418130  1.00
C -3.263141 -3.224169 0.586162  -0.55
C -1.066873 -2.393770 1.293437  0.88
O 0.021436 -1.747171 1.078610  -0.76
C 3.279965 0.987766 0.137052  0.75
O 2.378953 0.103964 0.427894  -0.86
H -4.405634 -5.778314 2.575394  0.39
H -4.626435 -5.702249 0.827708  0.37
H -5.453789 -4.548594 1.869686  0.37
H -2.446798 -4.694090 3.455000  0.41
H -0.975864 -3.609290 4.497127  0.48
H 0.881293 -2.742371 4.977756  0.33
H 1.748425 -2.543559 2.178861  0.20
H 2.725252 -2.723727 3.646438  0.50
H 1.584158 -0.349148 4.245704  0.68
H 1.349259 -0.281402 2.520768  -1.36
H 3.867625 -0.197474 4.173155  0.57
H 3.373798 0.873745 2.872040  0.34
H 4.753624 -1.721821 2.715405  0.35
H 5.885381 -0.951001 1.012272  0.55
H 6.710726 1.266634 0.325414  0.47
H 7.506185 3.440790 -0.480078  0.39
H 6.331259 4.687542 -0.902380  0.40
H 6.820575 3.495229 -2.101627  0.32
H 3.927938 3.946033 -1.439579  0.49
H 1.778056 3.614829 -1.587319  0.44
H -0.130502 3.296262 -2.636321  0.68
H -1.055070 3.013045 -1.162450  0.29
H -0.686142 0.776715 -3.202672  -0.02
H -1.916306 2.006160 -3.410529  0.51
H -3.127716 0.342025 -2.318057  0.67
H -2.691168 1.437754 -1.015042  0.30
H -3.438657 -1.324928 -1.006816  0.42
H -4.089695 -3.163247 -0.120256  0.51
O -0.527068 1.551492 3.690696  -0.62
C -0.488351 1.394404 2.513848  0.82
N -0.423575 1.194202 1.332360  -0.82
N 2.476591 0.559855 -3.444700  -0.14
C 1.692332 -0.539511 -3.421534  0.16
N 1.208114 -1.103655 -2.343842  0.09
C 0.544283 -2.300057 -2.711502  -0.88
C 0.139236 -3.307983 -1.847739  -0.13
C -0.506616 -4.422342 -2.355180  -0.66
C -0.737021 -4.560662 -3.722505  -0.70
C -0.274648 -3.601671 -4.606936  -0.49
C 0.380510 -2.495391 -4.083137  0.97
S 1.214740 -1.238417 -4.946219  -0.25
H 3.016497 0.784404 -2.625768  0.08
H 2.878699 0.831581 -4.325168  0.27
H 0.376178 -3.229873 -0.799558  0.42
H -0.818372 -5.209897 -1.678634  0.50
H -1.237475 -5.442028 -4.102093  0.41
H -0.388825 -3.724895 -5.677153  0.44

Cartesian forces (eV/Å) of the 3 atoms listed first:
0.263 -0.324 0.026
0.048 0.100 0.007
-0.163 -0.100 -0.001

Total charge = +2


No. 3
ORCA calculation (ωB97M-V/def2-TZVPD) on a gas-phase ion, C32H34N3O (charge +1) at a distorted geometry.

Last column: Mulliken charge in e.
Positions of all 70 atoms, in Å:
C -6.533468 -3.235435 -2.261719  -0.98
N -6.253062 -2.368355 -1.139214  0.14
C -7.160069 -2.429013 -0.011133  -0.95
C -5.057244 -1.687450 -1.046514  0.31
C -5.066937 -0.298265 -0.747186  -0.60
C -3.891465 0.421141 -0.842428  -0.48
C -2.656414 -0.235581 -1.009710  0.08
C -1.429481 0.531404 -1.064156  -0.01
C -0.285857 0.053229 -0.547830  -1.79
C 1.006724 0.856867 -0.542146  1.21
C 2.238191 -0.020381 -0.762941  -1.06
C 3.522133 0.529674 -0.712624  -0.60
C 4.627740 -0.293040 -0.546617  -0.89
C 4.524651 -1.648525 -0.934816  0.93
N 5.655262 -2.412988 -1.064156  0.11
C 6.755964 -2.345196 -0.116116  -0.89
C 5.738583 -3.442196 -2.085738  -1.04
C 3.256657 -2.159895 -1.279217  -0.83
C 2.116224 -1.371868 -1.127400  -0.68
C 0.970213 1.613012 0.751184  -0.64
C -0.209359 2.601910 0.766014  0.24
O -0.212727 3.615366 0.080492  -0.65
C -1.387081 2.330952 1.660515  0.55
C -2.628120 2.913989 1.343620  -0.37
C -3.773077 2.610113 2.087216  -0.56
C -3.645846 1.825737 3.242843  -0.48
C -2.399583 1.298363 3.612314  -0.90
C -1.278357 1.535975 2.816685  -0.29
N 2.206009 2.450889 1.023623  0.48
C 2.572425 3.389647 0.108943  0.10
C 3.790714 4.052591 0.221754  -0.65
C 4.641456 3.779658 1.297223  -0.24
C 4.275687 2.749040 2.171063  -0.77
C 3.046275 2.124853 2.039629  0.24
C -2.637627 -1.647605 -1.082734  -0.76
C -3.819565 -2.357584 -1.231130  -0.54
H -6.208433 -2.760929 -3.199462  0.31
H -6.015569 -4.202004 -2.172496  0.30
H -7.615084 -3.400621 -2.297644  0.32
H -7.016555 -1.551894 0.630933  0.33
H -8.190099 -2.462121 -0.383092  0.29
H -6.972446 -3.335005 0.593284  0.28
H -6.011087 0.206535 -0.526855  0.44
H -3.885003 1.504323 -0.740039  0.53
H -1.450074 1.529758 -1.510646  0.56
H -0.257270 -0.924103 -0.048111  0.80
H 0.982114 1.604027 -1.359474  0.73
H 3.680762 1.598186 -0.831297  0.80
H 5.593552 0.122456 -0.271757  0.33
H 6.737851 -1.397408 0.434969  0.28
H 6.711372 -3.173168 0.619831  0.30
H 7.704711 -2.433335 -0.663936  0.30
H 5.360270 -3.047668 -3.043708  0.36
H 6.793705 -3.720938 -2.206916  0.32
H 5.147205 -4.338922 -1.827592  0.30
H 3.170394 -3.176967 -1.644763  0.33
H 1.142541 -1.814259 -1.326638  0.68
H 0.911235 0.901998 1.586372  0.54
H -2.698214 3.603278 0.501443  0.50
H -4.745628 3.005010 1.774021  0.43
H -4.516492 1.670291 3.876894  0.42
H -2.294885 0.710183 4.529425  0.41
H -0.299176 1.153952 3.103395  0.33
H 1.860250 3.558788 -0.698831  0.32
H 4.046939 4.752362 -0.573084  0.44
H 5.574372 4.325351 1.443037  0.43
H 4.931603 2.409265 2.962629  0.48
H 2.693132 1.346639 2.712549  0.40
H -1.673436 -2.163805 -1.069335  0.29
H -3.812160 -3.430286 -1.440709  0.30

Cartesian forces (eV/Å) of the 3 atoms listed first:
0.491 -0.100 0.131
-0.958 0.131 -0.198
0.254 -0.089 -0.044

Total charge = +1
SMILES = CN(C)c1ccc(/C=C/[C@H](c2ccc(N(C)C)cc2)[C@H](C(=O)c2ccccc2)[n+]2ccccc2)cc1


For the records above, the corresponding electronic energy values read -3058.58060, -2436.76392, -1479.00075 hartree.
For the records above, the corresponding Kohn-Sham gap values read 0.2108, 0.2670, 0.1978 Ha.